This record from OMol25 describes C25H22N2ORhSSi as an isolated structure at a distorted geometry. The level of theory is the ωB97M-V functional and the def2-TZVPD basis.

XYZ file:
```
53
Properties=species:S:1:pos:R:3
Rh 0.678 -0.329 -0.738
C 3.893 0.022 -1.276
Si 3.147 1.118 0.026
C 2.623 0.209 1.565
C 4.269 2.545 0.429
N 1.576 1.691 -0.680
C 1.314 2.897 -1.304
C 1.230 3.896 -2.160
C 0.536 5.117 -1.583
C -0.878 4.883 -0.879
C -1.453 3.485 -0.781
C -0.759 2.491 -0.210
O -1.185 1.226 0.096
C -2.558 0.972 0.049
C -3.426 1.632 0.902
C -4.779 1.334 0.840
C -5.246 0.383 -0.061
C -4.355 -0.281 -0.890
C -2.998 0.013 -0.839
H 4.684 -0.588 -0.831
H 4.336 0.601 -2.091
H 3.145 -0.655 -1.696
H 3.302 -0.624 1.762
H 1.614 -0.211 1.467
H 2.627 0.867 2.439
H 5.271 2.174 0.664
H 3.905 3.114 1.286
H 4.360 3.233 -0.417
H 1.686 3.923 -3.141
H 0.419 5.865 -2.359
H -1.607 5.518 -1.369
H -2.495 3.356 -1.038
H -3.045 2.364 1.602
H -5.468 1.841 1.503
H -6.303 0.161 -0.112
H -4.713 -1.031 -1.583
H -2.273 -0.492 -1.466
N -0.067 10.247 0.678
C 0.044 9.113 0.527
C 0.170 7.685 0.333
C 1.333 7.176 -0.227
C 1.458 5.742 -0.429
C 0.784 4.952 0.751
C -0.708 5.427 0.625
C -0.851 6.860 0.784
C 1.078 3.744 0.962
C 0.693 2.708 -0.008
H 2.143 7.833 -0.511
H 2.494 5.459 -0.588
H -1.373 4.888 1.293
H -1.733 7.270 1.256
S -0.091 -3.614 -0.675
C 0.245 -2.100 -0.786
```

HOMO (alpha / beta), Eh: -0.26482 / -0.27014
2S+1: 2
ΔE to the lowest compared entry with this formula, charge and spin, kcal/mol: 152.0
Calculated total energy, Eh: -1948.4904
Kohn-Sham gap (alpha / beta), eV: 5.97 / 6.11

***

This record from OMol25 describes a 4-piece molecular cluster, C25H22N3O4P overall at a distorted geometry. The level of theory is the ωB97M-V functional and the def2-TZVPD basis.

XYZ file:
```
55
Properties=species:S:1:pos:R:3
O 4.163 4.366 4.466
C 4.007 3.742 3.282
C 3.057 4.335 2.051
C 3.081 3.834 0.646
C 4.140 2.628 0.185
O 4.350 2.512 -1.129
C 4.847 1.749 1.374
C 4.779 2.303 2.937
C 5.462 1.535 4.232
C 6.264 0.137 3.922
C 6.330 -0.411 2.375
C 5.653 0.354 1.064
P 5.894 -0.423 -0.663
O 6.310 -2.113 -0.337
O 4.422 -0.492 -1.590
H 2.325 5.205 2.353
H 2.382 4.309 -0.178
H 5.384 1.996 5.323
H 6.785 -0.413 4.835
H 6.902 -1.426 2.179
H 5.444 -2.487 0.053
H 3.648 -0.848 -1.062
N -0.194 3.569 1.506
C -1.457 3.844 1.899
C -2.512 2.954 1.778
C -2.260 1.707 1.216
C -0.970 1.396 0.799
C 0.020 2.350 0.965
H -1.603 4.830 2.329
H -3.506 3.227 2.114
H -3.063 0.984 1.103
H -0.742 0.433 0.356
H 1.044 2.153 0.659
N -1.986 -0.518 -1.408
C -2.502 -1.737 -1.679
C -2.413 -2.354 -2.916
C -1.760 -1.680 -3.943
C -1.219 -0.422 -3.695
C -1.355 0.111 -2.424
H -3.005 -2.221 -0.847
H -2.844 -3.336 -3.076
H -1.672 -2.131 -4.927
H -0.704 0.129 -4.474
H -0.948 1.088 -2.180
N -5.322 -3.158 -0.938
C -4.989 -4.390 -1.381
C -5.846 -5.208 -2.101
C -7.124 -4.738 -2.380
C -7.498 -3.474 -1.936
C -6.570 -2.728 -1.227
H -3.982 -4.713 -1.135
H -5.524 -6.188 -2.434
H -7.824 -5.352 -2.940
H -8.487 -3.079 -2.137
H -6.813 -1.734 -0.861
```

HOMO, Eh: -0.32327
SMILES: O=C1C=CC(=O)c2c1cccc2P(O)O.c1ccncc1.c1ccncc1.c1ccncc1
Calculated total energy, Eh: -1772.0185
Kohn-Sham gap, eV: 6.96

***

This record from OMol25 describes C25H23BeCl2NP2 as an isolated structure at a distorted geometry. The level of theory is the ωB97M-V functional and the def2-TZVPD basis.

XYZ file:
```
54
Properties=species:S:1:pos:R:3
Be -6.998 -17.808 5.329
N -8.105 -14.809 5.056
P -6.415 -15.312 5.063
C -5.783 -14.202 6.427
C -4.485 -13.654 6.332
C -4.050 -12.643 7.199
C -4.968 -12.041 8.082
C -6.211 -12.650 8.167
C -6.643 -13.737 7.437
C -5.877 -14.629 3.509
C -5.386 -15.510 2.467
C -5.078 -15.009 1.234
C -5.292 -13.650 0.988
C -5.592 -12.767 2.009
C -5.828 -13.255 3.305
P -8.985 -16.271 5.087
C -10.189 -16.347 3.707
C -11.600 -16.216 3.881
C -12.471 -16.120 2.831
C -12.058 -16.303 1.500
C -10.716 -16.503 1.340
C -9.810 -16.584 2.398
C -10.028 -16.283 6.626
C -10.013 -15.262 7.559
C -10.591 -15.525 8.804
C -11.339 -16.679 9.074
C -11.409 -17.618 8.039
C -10.794 -17.454 6.809
H -8.395 -14.248 4.273
H -3.709 -14.017 5.589
H -2.962 -12.370 7.122
H -4.699 -11.124 8.641
H -6.855 -12.212 8.995
H -7.497 -14.310 7.754
H -5.084 -16.556 2.788
H -4.576 -15.614 0.496
H -5.031 -13.316 -0.006
H -5.581 -11.710 1.813
H -5.839 -12.581 4.122
H -11.968 -16.142 4.950
H -13.514 -15.971 3.041
H -12.641 -16.029 0.618
H -10.271 -16.596 0.357
H -8.726 -16.612 2.244
H -9.617 -14.278 7.333
H -10.384 -14.872 9.660
H -11.827 -16.869 10.041
H -12.016 -18.501 8.214
H -10.986 -18.115 5.939
Cl -6.889 -17.336 8.417
C -6.279 -17.929 6.867
Cl -7.110 -18.745 3.837
H -6.231 -18.999 7.054
H -5.285 -17.527 6.610
```

HOMO (alpha / beta), Eh: -0.54211 / -0.55695
Net charge: +2
Calculated total energy, Eh: -2638.4080
Kohn-Sham gap (alpha / beta), eV: 4.32 / 4.92

***

This record from OMol25 describes C25H23Cl3NO3PPt as an isolated structure. The level of theory is the ωB97M-V functional and the def2-TZVPD basis.

XYZ file:
```
57
Properties=species:S:1:pos:R:3
Pt 0.183 -0.661 -1.458
O 3.617 -2.455 -1.299
C 2.986 -1.596 -0.772
O 2.077 -0.903 -1.527
C 3.162 -1.133 0.625
C 4.424 -1.225 1.193
C 4.624 -0.840 2.510
C 3.562 -0.381 3.277
C 2.297 -0.279 2.723
C 2.100 -0.653 1.391
P 0.406 -0.496 0.847
C -0.543 -1.881 1.410
C -1.943 -1.910 1.305
C -2.636 -3.008 1.769
C -1.945 -4.094 2.305
C -0.561 -4.079 2.398
C 0.147 -2.978 1.947
C -0.236 1.070 1.363
C -1.246 1.129 2.331
C -1.721 2.363 2.740
C -1.209 3.524 2.176
C -0.193 3.465 1.227
C 0.300 2.242 0.816
H 5.239 -1.603 0.591
H 5.612 -0.903 2.945
H 3.718 -0.097 4.309
H 1.476 0.090 3.326
H -2.479 -1.061 0.902
H -3.715 -3.027 1.723
H -2.495 -4.957 2.655
H -0.034 -4.920 2.825
H 1.226 -2.963 2.023
H -1.637 0.227 2.782
H -2.484 2.419 3.504
H -1.596 4.486 2.486
H 0.214 4.376 0.810
H 1.100 2.199 0.090
Cl -4.723 0.917 -0.676
C -4.447 -0.551 -1.619
Cl -5.121 -1.967 -0.826
Cl -5.018 -0.393 -3.268
C -2.979 -0.713 -1.672
N -1.846 -0.846 -1.716
C 0.225 3.094 -3.152
C 0.136 1.567 -3.254
C 1.401 0.992 -3.873
C -1.096 1.141 -4.040
O -0.007 1.227 -1.844
H 0.203 3.494 -4.166
H 1.152 3.397 -2.671
H -0.618 3.500 -2.595
H 1.445 1.296 -4.919
H 1.419 -0.101 -3.858
H 2.297 1.351 -3.367
H -1.074 1.579 -5.036
H -2.008 1.472 -3.541
H -1.136 0.056 -4.172
```

HOMO, Eh: -0.56867
Net charge: +2
ΔE to the lowest compared entry with this formula, charge and spin, kcal/mol: 23.6
Calculated total energy, Eh: -3087.5120
Kohn-Sham gap, eV: 6.65

***

Question: Which formula does entry 2 have?
Answer: C25H22N3O4P